1.
{
  "formula": "C23H32N4O5",
  "method": "ωB97M-V/def2-TZVPD",
  "fmax_ev_per_a": 1.52,
  "orbital_gap_ev": 8.33,
  "smiles": "CCCCn1c(=O)[nH]c(=O)c2c1nc(-c1ccc(OCCC)c(OCC)c1)n2CCOC",
  "lumo_energy_ha": 0.017,
  "e_homo_ev": -7.88,
  "charge": 0,
  "relative_energy_kj_mol": 201.6,
  "elements": ["C", "C", "C", "C", "N", "C", "N", "C", "N", "C", "C", "O", "N", "C", "O", "H", "C", "C", "O", "C", "H", "H", "H", "H", "H", "H", "H", "C", "C", "C", "C", "C", "C", "H", "O", "C", "C", "H", "H", "H", "H", "H", "O", "C", "C", "C", "H", "H", "H", "H", "H", "H", "H", "H", "H", "H", "H", "H", "H", "H", "H", "H", "H", "H"],
  "coordinates": [[-2.15526, -1.08586, 4.45138], [-1.08600, -1.85364, 5.22336], [0.21406, -2.05262, 4.43606], [0.23726, -3.32533, 3.58911], [-0.81240, -3.34677, 2.58899], [-0.81503, -2.43984, 1.57207], [0.11352, -1.49505, 1.32922], [-0.31293, -0.84407, 0.25545], [-1.48443, -1.34531, -0.22018], [-1.82992, -2.37396, 0.62686], [-2.94486, -3.26838, 0.64293], [-3.87770, -3.33861, -0.13328], [-2.83694, -4.13834, 1.72646], [-1.85847, -4.23229, 2.70255], [-1.93461, -5.05861, 3.58419], [-3.59019, -4.80951, 1.82871], [-2.42193, -0.75849, -1.14523], [-2.88183, 0.60572, -0.62463], [-3.34976, 0.42767, 0.68972], [-3.73338, 1.62503, 1.31165], [-4.06059, 1.35952, 2.31445], [-4.55750, 2.10790, 0.77249], [-2.89176, 2.32693, 1.37238], [-3.67890, 0.99896, -1.27422], [-2.04207, 1.31991, -0.63333], [-1.98624, -0.64687, -2.13960], [-3.27580, -1.43844, -1.19522], [0.41990, 0.28081, -0.30349], [1.01581, 1.19387, 0.55944], [1.71185, 2.26503, 0.04415], [1.85185, 2.46748, -1.32777], [1.25807, 1.53654, -2.20762], [0.56233, 0.45945, -1.67830], [0.13855, -0.27399, -2.34421], [1.38954, 1.74661, -3.55317], [0.94815, 0.75853, -4.46212], [1.36558, 1.20405, -5.85523], [1.04161, 0.47157, -6.58873], [0.91545, 2.16507, -6.08868], [2.44639, 1.30556, -5.90494], [-0.14527, 0.65705, -4.41092], [1.40610, -0.21075, -4.22169], [2.52359, 3.59976, -1.66215], [3.20692, 3.72895, -2.89685], [4.34997, 2.72469, -3.05049], [5.39909, 2.89059, -1.95821], [6.18380, 2.14591, -2.06716], [4.94357, 2.77192, -0.97798], [5.84980, 3.87920, -2.01051], [3.94316, 1.71250, -3.01639], [4.80256, 2.87420, -4.03248], [2.51423, 3.64818, -3.73880], [3.60814, 4.74609, -2.86091], [2.17466, 2.98839, 0.69694], [0.92589, 1.05165, 1.62354], [1.19752, -3.39683, 3.07110], [0.08599, -4.20763, 4.21453], [0.38859, -1.19684, 3.78280], [1.05266, -2.12327, 5.13115], [-1.48079, -2.82632, 5.52314], [-0.85939, -1.29499, 6.13449], [-1.76077, -0.13525, 4.09726], [-2.51390, -1.64368, 3.59097], [-3.00756, -0.88376, 5.09698]],
  "forces_ev_per_angstrom": [[0.028, -0.127, 0.180], [0.070, 0.121, -0.120], [-0.127, -0.210, 0.072], [0.389, 0.145, 0.341], [-0.017, -0.142, 0.057], [-0.908, 0.387, -1.160], [0.298, -0.094, 0.281], [-0.324, -0.443, 0.046], [0.534, -0.210, 0.237], [0.607, -0.159, 0.648], [0.147, 0.080, -0.025], [-0.177, -0.032, -0.091], [-0.351, -0.209, 0.001], [0.068, -0.018, -0.053], [-0.105, -0.241, 0.278], [0.153, 0.117, -0.007], [-0.553, 0.668, -0.158], [0.082, -0.016, -0.091], [0.057, -0.323, -0.180], [-0.001, 0.117, 0.027], [-0.018, 0.103, 0.017], [0.007, 0.007, 0.038], [-0.035, -0.005, 0.019], [0.093, -0.043, 0.015], [-0.140, -0.061, -0.025], [-0.066, -0.048, 0.073], [0.164, 0.084, -0.080], [0.237, 0.452, -0.210], [-0.168, -0.176, -0.137], [0.065, 0.038, -0.277], [-0.058, -0.157, 0.156], [0.081, 0.156, -0.075], [-0.018, -0.056, 0.066], [-0.029, -0.046, -0.101], [0.083, 0.208, 0.298], [-0.082, -0.217, -0.328], [-0.084, -0.028, 0.442], [-0.023, -0.060, -0.097], [-0.048, 0.081, -0.069], [0.103, -0.010, -0.045], [0.121, -0.040, 0.067], [-0.093, 0.095, 0.043], [-0.341, -0.077, 0.214], [0.399, -0.053, -0.710], [-0.187, 0.281, 0.333], [-0.114, -0.098, -0.166], [0.109, -0.030, 0.059], [0.027, -0.005, 0.118], [0.088, 0.102, 0.051], [-0.025, -0.035, -0.125], [-0.056, -0.043, -0.076], [0.117, 0.115, 0.182], [-0.026, -0.104, -0.038], [0.067, 0.090, 0.056], [-0.007, -0.006, 0.141], [-0.058, -0.084, 0.046], [0.083, 0.113, -0.141], [0.107, 0.051, 0.086], [0.074, 0.017, -0.037], [-0.001, -0.034, 0.118], [-0.017, -0.072, 0.033], [0.011, 0.120, -0.071], [-0.087, 0.008, -0.134], [-0.123, 0.055, -0.010]]
}

***

2.
{
  "formula": "C23H32O4S2",
  "method": "ωB97M-V/def2-TZVPD",
  "fmax_ev_per_a": 1.50,
  "orbital_gap_ev": 4.97,
  "lumo_energy_ha": -0.078,
  "e_homo_ev": -7.09,
  "charge": 0,
  "elements": ["C", "C", "O", "C", "C", "C", "C", "C", "C", "C", "C", "C", "O", "O", "C", "C", "O", "H", "H", "H", "H", "H", "H", "H", "H", "H", "H", "H", "H", "H", "H", "H", "H", "H", "H", "H", "H", "H", "C", "C", "C", "C", "C", "S", "C", "C", "C", "S", "C", "C", "H", "H", "H", "H", "H", "H", "H", "H", "H", "H", "H"],
  "coordinates": [[-4.50951, 2.47440, 0.92870], [-3.01634, 2.63792, 1.00818], [-2.44311, 1.34145, 0.80625], [-1.10050, 1.41423, 0.79457], [-0.36106, 0.16128, 0.92338], [1.04675, 0.25849, 1.40291], [1.78009, 1.35885, 0.66511], [3.26603, 1.33181, 1.02329], [3.41273, 1.65196, 2.50263], [2.56912, 0.74121, 3.40501], [1.13027, 0.53492, 2.91985], [-1.03319, -1.09264, 1.25607], [-0.42101, -2.04945, 1.74160], [-2.36608, -1.14902, 1.06217], [-2.96822, -2.33575, 1.61500], [-4.45946, -2.12578, 1.58772], [-0.56854, 2.53303, 0.75406], [-4.97392, 3.46101, 1.00686], [-4.81594, 1.99610, -0.01004], [-4.88000, 1.86927, 1.76462], [-2.63836, 3.32328, 0.24473], [-2.70968, 3.00586, 1.99852], [1.50047, -0.71313, 1.14771], [1.60420, 1.24272, -0.41116], [1.32419, 2.32558, 0.92608], [3.68590, 0.34288, 0.77971], [3.79347, 2.06146, 0.39974], [4.46090, 1.57817, 2.80000], [3.10864, 2.69492, 2.66502], [3.04585, -0.24595, 3.49128], [2.51985, 1.15505, 4.41970], [0.52591, 1.43687, 3.11338], [0.64809, -0.29378, 3.45405], [-2.65672, -3.20554, 1.02333], [-2.61026, -2.46848, 2.64504], [-4.94898, -3.05011, 1.89197], [-4.74817, -1.36111, 2.31789], [-4.81732, -1.83399, 0.59304], [2.88901, 2.15052, -3.12403], [3.45477, 1.02043, -2.52186], [2.64240, -0.06271, -2.22187], [1.24388, 0.02188, -2.41078], [0.42094, -0.90396, -1.66247], [-1.25326, -1.02915, -1.91430], [-1.29737, -2.67715, -2.73923], [0.02118, -3.34407, -3.13309], [0.99058, -3.56924, -1.98324], [1.17992, -2.16869, -0.80871], [0.70255, 1.11423, -3.12710], [1.52020, 2.19638, -3.43614], [3.53471, 2.99696, -3.35530], [4.52231, 0.96884, -2.27790], [3.06781, -0.96710, -1.77917], [-1.91083, -3.30910, -2.08178], [-1.86347, -2.41141, -3.64425], [-0.19973, -4.33004, -3.56388], [0.50294, -2.74988, -3.92216], [0.68898, -4.38361, -1.31585], [2.01796, -3.75302, -2.31993], [-0.35419, 1.09990, -3.39359], [1.10259, 3.08200, -3.92131]],
  "forces_ev_per_angstrom": [[-0.352, -0.045, 0.185], [-0.422, 0.069, -0.133], [0.198, 0.179, 0.050], [0.617, 1.353, -0.088], [-0.395, -0.423, -0.363], [0.090, 0.163, -0.125], [0.640, 0.382, -0.292], [-0.432, -0.045, -0.366], [0.112, 0.082, 0.264], [-0.143, -0.270, 0.045], [-0.315, -0.106, -0.186], [0.542, -0.436, 0.733], [-0.461, 0.707, -0.516], [0.256, -0.453, 0.188], [0.074, 0.154, -0.091], [-0.208, 0.087, 0.141], [-0.873, -1.214, 0.003], [-0.062, -0.096, -0.094], [0.089, 0.171, 0.187], [0.049, 0.033, -0.195], [-0.100, -0.048, 0.190], [-0.008, 0.010, -0.328], [0.153, 0.240, 0.503], [0.188, 0.152, 0.343], [0.685, -0.467, -0.025], [0.003, 0.103, 0.140], [0.109, -0.009, 0.173], [0.032, 0.060, 0.093], [0.019, -0.108, -0.062], [0.007, 0.160, -0.079], [0.181, -0.072, -0.107], [0.207, -0.127, -0.044], [0.172, 0.155, 0.018], [-0.034, 0.131, 0.148], [-0.014, -0.069, -0.317], [-0.099, -0.070, -0.082], [0.037, -0.009, -0.261], [0.095, -0.076, 0.219], [0.020, -0.003, 0.226], [-0.121, -0.157, -0.394], [0.274, 0.346, -0.001], [0.332, 0.475, 0.556], [0.135, 0.518, -0.118], [-0.959, -0.220, -0.883], [-0.708, -0.043, -0.187], [0.031, 0.333, 0.077], [0.195, -0.073, 0.554], [0.536, -0.960, 0.556], [0.212, 0.163, 0.249], [0.192, -0.300, -0.169], [-0.242, -0.111, 0.047], [-0.456, 0.123, -0.251], [-0.192, 0.528, -0.056], [0.233, -0.011, -0.326], [0.043, -0.591, 0.221], [-0.059, 0.242, -0.014], [-0.059, -0.079, 0.226], [-0.056, -0.053, -0.374], [-0.377, -0.179, -0.188], [0.241, 0.160, 0.271], [0.150, -0.355, 0.109]]
}